ORCA calculation (the ωB97M-V functional and the def2-TZVPD basis) on one molecule with the formula C11H16N2 at a distorted geometry.

Last column: natural (NBO) charge in e.
Atoms and positions in Å:
C1 -2.79068 0.31121 1.73398  -0.6515
C2 -1.35524 0.40479 1.40298  -0.1910
C3 -0.76858 -0.25635 0.37184  0.1583
C4 0.80464 -0.06860 -0.00903  0.0020
C5 1.73074 -0.65991 0.80185  -0.1922
C6 3.17457 -0.75801 0.53015  -0.6581
C7 0.99374 0.67605 -1.32675  -0.4446
C8 0.69882 2.18247 -1.08910  -0.5892
N1 -1.51347 -0.94327 -0.55647  -0.4076
C9 -1.17136 -2.22767 -1.06857  -0.0708
C10 -2.05631 -2.50398 -2.04183  -0.0886
N2 -2.95410 -1.45268 -2.08528  -0.4620
C11 -2.66857 -0.54025 -1.20582  0.1693
H1 -2.98730 -0.09980 2.67385  0.2217
H2 -3.30617 -0.30008 0.98331  0.2182
H3 -3.20306 1.32499 1.84607  0.2176
H4 -0.82711 1.06624 2.02481  0.2085
H5 1.42019 -0.99546 1.78043  0.2094
H6 3.74522 -0.88602 1.46585  0.2204
H7 3.65329 0.18537 -0.04239  0.2157
H8 3.36247 -1.72231 0.01430  0.2260
H9 0.22161 0.21314 -2.02983  0.2165
H10 2.02481 0.53220 -1.75577  0.2136
H11 1.60843 2.44221 -0.47105  0.2042
H12 0.61029 2.68510 -1.95520  0.2050
H13 -0.23183 2.16859 -0.54270  0.2090
H14 -0.41249 -2.78929 -0.73743  0.2107
H15 -2.03712 -3.37291 -2.61207  0.2081
H16 -3.25722 0.35831 -1.11403  0.2214

Properties
Gap between HOMO and LUMO (eV): 9.54
Energy above the lowest of the compared OMol25 structures with the same formula, charge and spin (kcal per mole): 66.4
SMILES: C/C=C(/C(=C/C)CC)n1ccnc1
Highest occupied orbital energy (eV): -8.69
Strongest force on any atom (hartree/bohr): 0.097
Electronic energy (hartree): -538.163483